[1]
DFT (wB97M-V/def2-TZVPD) results for a cluster of 4 separate species, C2H13NO3 in total.

Cartesian coordinates (Å):
1 C 1.03422 0.47038 1.47866
2 N 0.02011 -0.57917 1.18280
3 C 0.23208 -1.65233 0.24077
4 H 2.04117 0.02347 1.47681
5 H 0.85985 0.74691 2.51896
6 H 1.00355 1.32166 0.82218
7 H -0.42972 -0.82653 2.06520
8 H 0.69173 -1.15374 -0.62104
9 H 0.94346 -2.43086 0.57800
10 H -0.70057 -2.10887 -0.07841
11 H -0.79170 -0.04372 -2.16413
12 H -1.93833 0.84412 -1.69104
13 O -1.23901 0.79800 -2.34866
14 H -2.60468 0.79681 1.21697
15 H -1.27065 0.19680 0.62887
16 O -2.15397 0.58402 0.37730
17 H 0.82061 1.50461 -1.84098
18 H 2.15185 0.79903 -2.17526
19 O 1.33000 0.70941 -1.66700

Values from the calculation:
energy above the lowest of the compared OMol25 structures with the same formula, charge and spin: 70.70 kJ/mol
spin multiplicity: 2
total charge: +1
E_LUMO (spin up / spin down): -3.59 / -8.78 eV
E: -9908.1244 eV
HOMO-LUMO gap (spin up / spin down): 10.81 / 5.61 eV

In elementary charge units, the natural (NBO) charges are: C -0.456; N -0.185; C -0.501; H 0.274; H 0.237; H 0.291; H 0.424; H 0.282; H 0.295; H 0.270; H 0.460; H 0.486; O -0.942; H 0.494; H 0.429; O -0.867; H 0.508; H 0.495; O -0.994

---

[2]
DFT (wB97M-V/def2-TZVPD) results for a cluster of 4 separate species, C2H13NO3S2 in total.

Cartesian coordinates (Å):
1 N 2.19442 -0.39490 -1.20837
2 C 2.42404 -1.67069 -0.39306
3 C 1.28468 -2.01623 0.45502
4 S 1.56153 -2.88828 2.16203
5 S 2.38946 -1.40328 3.53447
6 H 2.29856 0.45512 -0.62035
7 H 1.31658 -0.42728 -1.66884
8 H 2.65805 -2.42644 -1.06912
9 H 3.33416 -1.45520 0.15713
10 H 0.91380 -0.95377 0.76661
11 H 0.39973 -2.66981 0.08427
12 H 1.40148 -0.57494 3.85109
13 O -3.33219 0.64351 -1.80800
14 H -3.27903 1.64719 -1.71854
15 H -4.22535 0.55215 -2.10777
16 O -0.92600 0.52814 -0.35041
17 H -1.84658 0.35261 -0.28278
18 H -1.04776 1.43894 -0.78413
19 O -2.57010 3.76237 -0.01134
20 H -3.09800 3.25553 0.58213
21 H -1.85148 4.24525 0.42995

Values from the calculation:
energy above the lowest of the compared OMol25 structures with the same formula, charge and spin: 136.09 kJ/mol
spin multiplicity: 1
SMILES: NCCSS.O.O.O
E_LUMO: 0.20 eV
E: -31586.7544 eV
HOMO-LUMO gap: 8.86 eV

In elementary charge units, the natural (NBO) charges are: N -0.839; C -0.269; C -0.505; S 0.045; S -0.162; H 0.358; H 0.362; H 0.193; H 0.211; H 0.248; H 0.236; H 0.119; O -0.948; H 0.476; H 0.474; O -0.942; H 0.477; H 0.465; O -0.967; H 0.479; H 0.489

---

[3]
DFT (wB97M-V/def2-TZVPD) results for a cluster of 5 separate species, C2H13NO4 in total.

Cartesian coordinates (Å):
1 C 1.02306 1.85006 1.08080
2 N 0.04540 1.46772 1.76624
3 C -1.28975 1.58635 1.18491
4 H 2.01264 1.84691 1.53895
5 H 1.10453 2.09014 0.00965
6 H -1.93810 0.75268 1.45341
7 H -1.74723 2.49911 1.55234
8 H -1.18487 1.51221 0.09410
9 O -0.10303 -3.66217 -2.29546
10 H -0.45711 -2.77391 -2.32196
11 H 0.33869 -3.66093 -1.45860
12 O -0.79958 -1.82712 0.00264
13 H -0.38189 -1.80877 0.86880
14 H -1.72133 -1.85284 0.25592
15 O 0.71547 2.65151 -3.58525
16 H 1.43699 3.13344 -4.01081
17 H 0.91137 1.74962 -3.81661
18 O 0.37854 -1.23358 2.67634
19 H 0.50892 -0.30946 2.41835
20 H 1.04447 -1.78553 3.08071

Values from the calculation:
energy above the lowest of the compared OMol25 structures with the same formula, charge and spin: 148.09 kJ/mol
spin multiplicity: 1
SMILES: C=NC.O.O.O.O
E_LUMO: 0.59 eV
E: -11963.9317 eV
HOMO-LUMO gap: 10.74 eV

In elementary charge units, the natural (NBO) charges are: C -0.030; N -0.437; C -0.444; H 0.162; H 0.160; H 0.205; H 0.214; H 0.190; O -0.941; H 0.472; H 0.470; O -0.974; H 0.496; H 0.466; O -0.934; H 0.467; H 0.467; O -1.019; H 0.516; H 0.494

---

[4]
DFT (wB97M-V/def2-TZVPD) results for a cluster of 5 separate species, C2H13O5 in total.

Cartesian coordinates (Å):
1 C 0.17205 1.01893 1.86454
2 O 0.45754 -0.36530 1.91067
3 C -0.68191 1.51998 0.58087
4 H 1.06644 1.56762 2.02044
5 H -0.45697 1.13109 2.84534
6 H -0.13998 1.38577 -0.27530
7 H -0.84504 2.56542 0.96630
8 H -1.61710 1.04523 0.43879
9 H -1.63179 0.17368 -1.77890
10 H 1.56564 -1.47657 -1.12085
11 O -1.00803 -0.51941 -1.89794
12 H 0.56033 -0.14091 -2.46201
13 H 1.99005 0.57014 -2.11843
14 O 1.41205 -0.02919 -2.56650
15 H -1.58574 -2.23611 0.29047
16 H 1.41645 -1.36342 0.46963
17 O 1.93516 -1.78942 -0.19977
18 H -0.35216 -0.76606 1.41622
19 H -1.02922 -0.88066 -0.81841
20 O -1.22779 -1.41081 0.43482

Values from the calculation:
energy above the lowest of the compared OMol25 structures with the same formula, charge and spin: 163.03 kJ/mol
spin multiplicity: 1
total charge: -1
E_LUMO: 3.89 eV
E: -12522.4387 eV
HOMO-LUMO gap: 9.18 eV

In elementary charge units, the natural (NBO) charges are: C -0.038; O -0.810; C -0.643; H 0.151; H 0.122; H 0.209; H 0.182; H 0.221; H 0.441; H 0.489; O -1.083; H 0.502; H 0.481; O -1.000; H 0.449; H 0.494; O -1.013; H 0.514; H 0.501; O -1.170

---

[5]
DFT (wB97M-V/def2-TZVPD) results for a cluster of 7 separate species, C2H14Cl4O5 in total.

Cartesian coordinates (Å):
1 Cl 1.72373 2.57958 1.61880
2 C 0.15666 3.33015 1.92462
3 Cl -0.91629 3.25037 0.53900
4 H -0.32152 2.77146 2.72329
5 H 0.28365 4.36300 2.22870
6 Cl -1.69372 0.44780 -1.80038
7 C -1.77026 -1.22225 -2.45355
8 Cl -2.55287 -1.25582 -4.02074
9 H -0.76792 -1.63167 -2.52558
10 H -2.41140 -1.78410 -1.78486
11 O 0.63503 -0.46653 0.36577
12 H 0.99516 -0.04069 1.15752
13 H -0.01069 0.18014 0.03020
14 O -0.39354 -2.57260 2.19150
15 H 0.10608 -2.07439 1.52217
16 H 0.25209 -3.16715 2.59185
17 O 1.17407 0.60023 -3.25386
18 H 0.42472 0.82417 -2.68053
19 H 1.11083 1.21572 -3.99293
20 O -0.61656 0.14889 3.24651
21 H -0.37482 -0.74661 2.94754
22 H -1.53147 0.06598 3.53178
23 O 2.29533 -1.97700 -1.31727
24 H 1.65419 -1.47878 -0.77909
25 H 2.54952 -1.35990 -2.01046

Values from the calculation:
energy above the lowest of the compared OMol25 structures with the same formula, charge and spin: 0.00 kJ/mol
spin multiplicity: 1
SMILES: ClCCl.ClCCl.O.O.O.O.O
E_LUMO: 0.45 eV
E: -62628.9532 eV
HOMO-LUMO gap: 11.12 eV

In elementary charge units, the natural (NBO) charges are: Cl -0.026; C -0.406; Cl -0.027; H 0.241; H 0.224; Cl -0.066; C -0.389; Cl -0.004; H 0.247; H 0.229; O -0.985; H 0.497; H 0.499; O -0.963; H 0.493; H 0.478; O -0.958; H 0.471; H 0.473; O -0.981; H 0.492; H 0.474; O -0.976; H 0.486; H 0.475

---

[6]
DFT (wB97M-V/def2-TZVPD) results for a structure of composition C2H14N2O3.

Cartesian coordinates (Å):
1 C 0.56296 -1.22924 -0.86434
2 N 0.73997 -0.68462 0.45647
3 C 1.98982 0.02377 0.63017
4 N 2.16405 1.01118 -0.35802
5 H 0.50832 -0.43906 -1.63511
6 H -0.36269 -1.81080 -0.87337
7 H 1.40636 -1.87958 -1.12080
8 H -0.05574 -0.05438 0.64119
9 H 2.01306 0.41440 1.66304
10 H 2.80266 -0.73271 0.59266
11 H 2.97706 1.59095 -0.12628
12 H -1.84026 -2.37220 1.03831
13 H -3.11042 -0.72598 -1.21605
14 H -1.21312 -2.71054 1.20631
15 O -2.28329 -0.95150 -0.79712
16 H -0.29335 2.92986 -0.68161
17 H 0.74867 1.71720 -0.58743
18 O -0.22463 1.96163 -0.60737
19 H -2.10869 -0.40214 0.30062
20 H -2.50452 0.66196 1.57966
21 O -1.79842 0.03540 1.32034

Values from the calculation:
energy above the lowest of the compared OMol25 structures with the same formula, charge and spin: 889.71 kJ/mol
spin multiplicity: 1
E_LUMO: -4.74 eV
E: -11415.2056 eV
HOMO-LUMO gap: 3.62 eV

In elementary charge units, the natural (NBO) charges are: C -0.459; N -0.408; C -0.156; N -0.413; H 0.263; H 0.300; H 0.184; H 0.456; H 0.267; H 0.218; H 0.351; H 0.047; H 0.452; H -0.052; O -0.979; H 0.469; H 0.454; O -0.935; H 0.470; H 0.461; O -0.991

---

[7]
DFT (wB97M-V/def2-TZVPD) results for a cluster of 4 separate species, C2H14N2O3 in total.

Cartesian coordinates (Å):
1 C -0.06526 1.47782 1.46963
2 C -0.82754 0.42998 0.69916
3 N -2.27499 1.01574 0.49941
4 N 1.44857 1.08760 1.70050
5 H -0.41267 1.59791 2.54353
6 H -0.35477 2.48119 1.00404
7 H -0.81398 -0.53239 1.29842
8 H -0.40835 0.25161 -0.25136
9 H -2.32522 1.41408 -0.35015
10 H -2.73013 0.10428 0.11167
11 H 1.65781 1.34304 2.69625
12 H 2.04009 1.69311 1.06064
13 H 2.06113 -0.73852 1.15017
14 H 2.26684 -2.34801 1.56094
15 O 1.91877 -1.71792 0.87897
16 H -1.03696 -1.24067 -3.21503
17 H -1.00108 0.00984 -4.01902
18 O -1.62364 -0.72099 -3.85032
19 H 0.31314 -2.45924 -1.82493
20 H 1.37983 -1.56135 -1.16706
21 O 0.78841 -1.58710 -1.99549

Values from the calculation:
energy above the lowest of the compared OMol25 structures with the same formula, charge and spin: 276.35 kJ/mol
spin multiplicity: 2
total charge: +1
E_LUMO (spin up / spin down): -3.95 / -10.25 eV
E: -11412.2208 eV
HOMO-LUMO gap (spin up / spin down): 9.66 / 3.36 eV

In elementary charge units, the natural (NBO) charges are: C -0.267; C -0.256; N -0.737; N -0.418; H 0.246; H 0.302; H 0.235; H 0.235; H 0.358; H 0.381; H 0.428; H 0.427; H 0.467; H 0.514; O -0.918; H 0.469; H 0.464; O -0.934; H 0.480; H 0.491; O -0.967

---

[8]
DFT (wB97M-V/def2-TZVPD) results for a cluster of 4 separate species, C2H14NO3 in total.

Cartesian coordinates (Å):
1 C -0.62755 -0.20237 1.82672
2 C 0.05583 1.12602 1.58362
3 N -0.58350 1.88771 0.44868
4 H 0.04784 -0.91167 2.30153
5 H -0.90680 -0.60702 0.84819
6 H -1.54129 -0.14623 2.40692
7 H 1.11055 1.04245 1.33589
8 H -0.00538 1.77082 2.46166
9 H -1.53713 1.54973 0.28209
10 H -0.66957 2.88257 0.64068
11 H -0.05273 1.66684 -0.43472
12 H -0.31706 -1.49329 -3.23253
13 H 0.46128 -0.54994 -4.14951
14 O 0.09824 -0.62531 -3.25837
15 H 2.11575 1.28638 -1.51136
16 H 0.88112 0.60553 -2.13041
17 O 1.15061 1.35672 -1.54867
18 H 0.65501 -3.53243 1.27713
19 H -0.55400 -3.84118 0.40319
20 O 0.21880 -3.26533 0.44926

Values from the calculation:
energy above the lowest of the compared OMol25 structures with the same formula, charge and spin: 41.02 kJ/mol
spin multiplicity: 1
total charge: +1
E_LUMO: -2.89 eV
E: -9928.0206 eV
HOMO-LUMO gap: 11.60 eV

In elementary charge units, the natural (NBO) charges are: C -0.635; C -0.220; N -0.700; H 0.253; H 0.221; H 0.230; H 0.227; H 0.220; H 0.426; H 0.437; H 0.480; H 0.498; H 0.494; O -0.971; H 0.503; H 0.525; O -0.991; H 0.476; H 0.476; O -0.950

---

[9]
DFT (wB97M-V/def2-TZVPD) results for a cluster of 4 separate species, C2H14NO3 in total.

Cartesian coordinates (Å):
1 C 2.67128 -0.36299 2.47071
2 C 1.41153 0.17176 1.74809
3 N 0.63471 -1.04292 1.24473
4 H 3.04039 0.46365 3.07956
5 H 3.43486 -0.61001 1.74749
6 H 2.39489 -1.16755 3.14453
7 H 1.75869 0.69098 0.86066
8 H 0.73663 0.66164 2.42254
9 H -0.11132 -0.76871 0.58790
10 H 1.21686 -1.71652 0.74700
11 H 0.23560 -1.51100 2.05488
12 H -3.88808 1.66845 -1.47396
13 H -3.39790 1.29214 -2.89223
14 O -3.15402 1.27509 -1.96163
15 H -2.65969 -0.75185 -0.25829
16 H -1.74285 -0.18337 -1.29245
17 O -1.77438 -0.88416 -0.62363
18 H 0.08228 0.53485 -4.44948
19 H -0.85939 1.36347 -3.60153
20 O -0.03009 0.87705 -3.55487

Values from the calculation:
energy above the lowest of the compared OMol25 structures with the same formula, charge and spin: 65.80 kJ/mol
spin multiplicity: 1
total charge: +1
E_LUMO: -3.06 eV
E: -9927.7637 eV
HOMO-LUMO gap: 11.26 eV

In elementary charge units, the natural (NBO) charges are: C -0.633; C -0.209; N -0.686; H 0.253; H 0.232; H 0.217; H 0.234; H 0.226; H 0.479; H 0.435; H 0.431; H 0.491; H 0.487; O -0.974; H 0.487; H 0.511; O -0.981; H 0.478; H 0.468; O -0.945

---

[10]
DFT (wB97M-V/def2-TZVPD) results for a cluster of 4 separate species, C2H14NO3 in total.

Cartesian coordinates (Å):
1 C -1.02110 0.87137 2.26858
2 C -0.00941 1.04551 1.14534
3 N 0.51122 -0.41786 0.82528
4 H -1.32496 1.89243 2.63774
5 H -2.00700 0.38767 1.97053
6 H -0.84531 0.32478 3.09281
7 H -0.67776 1.27402 0.22414
8 H 0.84239 1.76154 1.24708
9 H -0.24557 -1.07355 0.70934
10 H 0.92253 -0.79327 1.64185
11 H 1.05771 -0.41688 -0.04431
12 H 1.22795 1.60918 -4.75841
13 H 1.55844 0.42444 -3.82510
14 O 1.38664 1.39599 -3.74042
15 H 1.37597 2.10997 -0.78365
16 H 1.08641 1.12649 -1.85484
17 O 1.21698 1.22978 -0.96305
18 H -1.34179 -4.81818 -0.38626
19 H -2.34692 -3.84697 0.28253
20 O -1.36641 -4.08648 0.31083

Values from the calculation:
energy above the lowest of the compared OMol25 structures with the same formula, charge and spin: 200.63 kJ/mol
spin multiplicity: 2
total charge: +2
E_LUMO (spin up / spin down): -6.78 / -15.50 eV
E: -9911.0409 eV
HOMO-LUMO gap (spin up / spin down): 12.57 / 2.13 eV

In elementary charge units, the natural (NBO) charges are: C -0.676; C -0.194; N -0.687; H 0.281; H 0.235; H 0.239; H 0.256; H 0.252; H 0.419; H 0.438; H 0.462; H 0.541; H 0.493; O -0.719; H 0.504; H 0.496; O -0.849; H 0.523; H 0.512; O -0.527